*1*
Molecular formula: C17H50N12O9
Method: DFT, the ωB97M-V functional and the def2-TZVPD basis

Geometry (Å):
1 H 4.2655 2.0871 -1.3880
2 H 4.8191 -0.4619 -1.1511
3 H -3.5406 1.5298 0.5987
4 H -1.6126 5.7565 -2.2489
5 H 2.3659 0.6947 3.1590
6 H 1.6818 2.0928 3.9434
7 H 1.2176 3.2742 -2.7674
8 O -1.1755 -0.0430 -1.1716
9 H 2.9895 3.5550 -2.5502
10 C 2.5481 3.7908 1.4590
11 H -0.0071 -0.7160 1.6638
12 N 2.8477 -2.1647 1.7556
13 H -1.6706 -3.3260 2.6171
14 H 2.1850 -3.3557 -1.1579
15 N -0.5518 -5.5017 2.4080
16 N 2.3692 1.6063 -2.2340
17 C -4.5147 1.0324 0.6861
18 H 2.5310 1.2940 -3.1830
19 H 3.2698 1.0635 -0.4368
20 H -5.2180 1.8643 -1.1490
21 O 2.8056 3.4252 0.1193
22 C 2.0969 3.0509 -2.1604
23 H -1.3550 -2.7175 -1.6779
24 H 3.5097 -1.5026 2.1185
25 H -1.7471 4.6329 -3.5533
26 H 0.0262 -6.2999 2.2210
27 H -1.7454 -4.4983 -1.3642
28 C -3.5532 -2.0279 -2.5310
29 H 3.5022 3.7528 1.9768
30 N -0.6642 -0.8320 0.9088
31 N 1.6323 1.1268 3.6875
32 O 0.4731 -0.8330 3.8653
33 H 2.5455 -2.9770 2.3054
34 N -0.7147 -3.2561 2.8970
35 N 2.1010 -3.1584 -0.1795
36 H -0.2038 -2.3975 3.0839
37 H -1.4361 1.7264 -1.7702
38 N -1.4900 2.5482 -2.3544
39 O -3.1878 -3.3588 -2.2518
40 H -5.2894 -1.7105 -1.2710
41 H -1.5423 -5.5016 2.5259
42 C 4.2737 -0.0080 -1.9890
43 H -0.0945 1.8516 5.4746
44 O 1.3229 -4.2191 2.8995
45 H -3.3275 0.3885 -1.5858
46 C 2.9496 -2.2606 0.3888
47 H -5.1222 1.7546 1.2517
48 H -0.8820 0.3496 5.4549
49 H 1.2715 0.6190 -1.2380
50 H 0.8642 2.9644 -0.4082
51 C -5.0935 0.8658 -0.7197
52 C 5.5556 -0.9112 -3.7211
53 O 3.6953 -1.5333 -0.2720
54 O 5.0372 0.2889 -3.1338
55 C -1.5649 3.7457 -1.7293
56 H -3.7854 -1.5377 -0.3798
57 H -1.5757 2.4992 -3.3497
58 N -0.2393 0.9807 5.0003
59 C -3.7495 -0.1166 2.5821
60 O -4.5278 -0.1749 1.4331
61 H 1.8741 3.0531 1.9152
62 H 4.7851 -1.2937 -4.3951
63 H -6.1171 0.4853 -0.6838
64 C 3.5874 1.2311 -1.4666
65 C -4.2564 -1.3673 -1.3459
66 H -2.6864 -1.4387 -2.8593
67 H -4.1952 -1.9311 -3.4092
68 H 1.6040 -3.7974 0.4168
69 H 1.3718 4.5820 -0.8319
70 H -2.8268 0.4681 2.5270
71 H -4.2832 0.1941 3.4939
72 H 6.3269 -0.5363 -4.3964
73 H 1.6352 -0.1504 0.2476
74 N 0.9304 0.1879 -0.3862
75 C 0.6271 0.3483 4.1847
76 H 2.0500 4.7646 1.4629
77 H 3.5028 -0.7852 -2.1066
78 C 0.1010 -4.3474 2.7776
79 C -2.0863 -3.4668 -1.3655
80 N -4.2924 0.0869 -1.6692
81 H -3.4530 -1.1294 2.8928
82 N -1.5427 4.8186 -2.5899
83 C 1.7220 3.5449 -0.7675
84 H -1.6175 -1.0966 1.0624
85 H 5.9550 -1.6432 -3.0249
86 H -2.3577 -3.2372 -0.3274
87 O -1.5786 3.8609 -0.5017
88 C -0.3495 -0.2161 -0.2609

Summary:
LUMO = 0.25 eV
SMILES string = COCCNCCOC.COCCNCCOC.NC(N)=O.NC(N)=O.NC(N)=O.NC(N)=O.NC(N)=O

=====

*2*
Molecular formula: C17H50N12O9
Method: DFT, the ωB97M-V functional and the def2-TZVPD basis

Geometry (Å):
1 C 2.2057 4.2642 -1.6093
2 H 3.0875 4.8749 -1.7741
3 H 1.5263 5.9935 1.8274
4 H -2.0095 4.6579 1.3856
5 O -0.1354 -5.9076 3.3288
6 N -0.0410 2.6318 -0.4724
7 H -0.0137 -3.6222 2.2578
8 H -0.5750 1.8341 3.0382
9 H 0.3687 -3.5198 -0.8290
10 O -0.0975 -2.5307 -4.6017
11 H 2.2004 4.6903 2.7110
12 C 2.5307 4.4584 0.6365
13 O -1.5979 -1.6516 1.5387
14 H -1.0584 -1.4750 -1.6685
15 H -1.2148 -3.0129 -2.5321
16 O -0.0350 2.2607 -2.6612
17 H 3.5215 -0.3211 -1.7545
18 N -3.1009 -1.5039 -0.1464
19 H -3.6096 -2.1411 0.4536
20 N -1.1243 -0.6801 -0.4010
21 H -0.4218 0.3354 -3.0837
22 H 1.6955 -5.0861 2.9033
23 C 0.8443 -5.5419 2.4462
24 H 0.8003 1.3688 0.1439
25 N -2.8988 0.6116 -3.8339
26 H 1.4242 -0.2541 -0.2991
27 C -1.7698 3.9466 2.1635
28 H 3.4613 5.0028 0.5973
29 H -0.6038 2.8196 0.3522
30 H -0.4002 -4.6773 1.0809
31 H -1.5069 0.1259 -0.9004
32 N -1.8461 1.7082 -1.4772
33 N 2.2886 -0.6090 2.1454
34 O 1.7118 -1.1439 -1.4089
35 C -1.9494 -1.2634 0.4245
36 N 1.2212 0.4654 0.4972
37 H -0.4407 5.5755 3.0957
38 C -0.6367 2.2687 -1.5826
39 H -2.4626 1.8155 -0.6146
40 C -1.5977 1.7754 2.6928
41 H 2.9265 3.4734 0.6181
42 H -0.3733 -0.3757 0.1724
43 O -1.7894 2.6907 1.6118
44 H -0.7081 -6.7527 4.8475
45 C 1.6737 4.8633 1.7957
46 H -2.5648 -1.4512 -2.8453
47 H 2.5930 -3.1564 -1.8132
48 C -0.4551 4.4939 2.7931
49 N 1.5970 -4.0528 0.8267
50 H -3.4868 -1.3223 -1.0785
51 H 3.1227 -2.1504 -0.3849
52 C 0.3933 -4.3805 1.6499
53 H -3.0796 1.4728 -4.3393
54 N -1.0771 -1.9820 -2.6374
55 C -3.9238 -0.1229 -3.5373
56 H -0.2098 4.0693 3.7393
57 N 0.4456 4.0651 1.7558
58 H 0.6939 -2.2640 0.3735
59 C 1.7969 0.5507 1.7074
60 C 2.5596 -0.4044 -2.2631
61 H 1.4575 4.5649 -2.3455
62 H 2.4427 3.1444 -1.5847
63 O 1.7115 4.5512 -0.5318
64 H 1.0931 -6.8912 4.5640
65 H 2.2972 -1.4120 1.5566
66 O 1.8887 1.5567 2.4072
67 H 2.5915 -0.9359 -3.2077
68 H -1.9516 0.1985 -3.8413
69 H -0.0913 -0.0371 -4.7641
70 C 2.2596 -2.3681 -1.0092
71 H -2.3855 1.8668 3.4673
72 H 1.1174 -6.3563 1.7494
73 C 0.0823 -6.8601 4.0849
74 H 2.3213 -3.7068 1.4096
75 H -0.0952 -7.8612 3.6760
76 H 0.8083 3.1514 2.0032
77 H 0.7487 3.2937 -0.5688
78 H -1.6957 0.7763 2.1441
79 N -3.5520 -1.1673 -2.8967
80 H -2.3780 1.4269 -2.3383
81 C 1.1080 -3.0888 -0.1420
82 C -0.4254 -1.6604 -3.7305
83 H 2.6387 -0.6289 3.0352
84 O -5.0738 0.1355 -3.8594
85 N -0.3143 -0.3841 -3.8472
86 H 2.2054 0.5619 -2.5342
87 H -4.2968 -1.8543 -2.9446
88 H -2.3872 4.1768 2.9862

Summary:
LUMO = 0.56 eV
SMILES string = COCCNCCOC.COCCNCCOC.NC(N)=O.NC(N)=O.NC(N)=O.NC(N)=O.NC(N)=O

=====

*1* comes first in stability; the runner-up is 6.754 eV higher.

=====

*1*
Molecular formula: H4N3P
Method: DFT, the ωB97M-V functional and the def2-TZVPD basis

Geometry (Å):
1 H -0.0276 -1.7329 0.5339
2 N -0.2036 0.3987 0.5039
3 H 1.8869 -0.3269 0.5086
4 P -0.2044 0.5574 -1.2335
5 N 0.9720 -0.1307 1.0860
6 H -0.6258 1.8307 -1.1520
7 N -0.2333 -0.9090 1.0828
8 H -1.5642 0.3127 -1.3296

Summary:
LUMO = 0.98 eV
SMILES string = Pn1[nH][nH]1

=====

*2*
Molecular formula: H4N3P
Method: DFT, the ωB97M-V functional and the def2-TZVPD basis

Geometry (Å):
1 N 1.6703 -0.5739 -0.1674
2 H -1.2953 1.6065 -0.2040
3 P -0.9928 0.1827 -0.0680
4 H -1.4978 -0.2357 -1.3011
5 H 1.8632 1.1628 1.1225
6 N 1.8226 0.7351 0.1719
7 N 0.6873 0.2766 -0.5850
8 H 1.2033 -1.3360 0.7710

Summary:
LUMO = 0.74 eV

=====

*1* comes first in stability; the runner-up is 0.849 eV higher.

=====

*1*
Molecular formula: CH5N3S2
Method: DFT, the ωB97M-V functional and the def2-TZVPD basis

Geometry (Å):
1 H -0.9957 -1.6916 0.1428
2 H -0.4934 -0.4375 1.3599
3 N -1.3096 1.4884 -0.0931
4 H -1.7698 2.1119 -0.7654
5 S 2.5793 -1.3408 -0.0925
6 H -1.3647 -0.2126 -1.3891
7 S 1.4163 0.4724 0.3452
8 H 2.6362 -1.4422 1.2980
9 N 1.3312 1.4626 -0.7194
10 N -1.2618 0.2491 -0.4574
11 C -0.7680 -0.6598 0.3709

Summary:
LUMO = -0.42 eV

=====

*2*
Molecular formula: CH5N3S2
Method: DFT, the ωB97M-V functional and the def2-TZVPD basis

Geometry (Å):
1 H 0.8131 -1.5042 0.4006
2 N -0.0696 1.4626 -0.0987
3 S -2.7290 -0.0381 0.2090
4 H 2.7427 0.1104 1.3499
5 H -1.0392 -1.3979 -0.7456
6 H 0.8625 1.8494 0.1132
7 C -0.0509 0.1874 -0.1154
8 N 1.0525 -0.6547 -0.0804
9 H -3.0071 0.6334 -0.8890
10 N -1.1986 -0.6131 -0.1598
11 S 2.6237 -0.0354 0.0163

Summary:
LUMO = 0.53 eV
SMILES string = N=C(NS)NS

=====

*2* comes first in stability; the runner-up is 4.318 eV higher.